# 1
{
  "formula": "C3H3NO",
  "method": "ωB97M-V/def2-TZVPD",
  "e_homo_ev": [-10.9, -10.9],
  "charge": 0,
  "relative_energy_kcal_mol": 58.6,
  "species": ["C", "C", "C", "N", "O", "H", "H", "H"],
  "xyz": [[-0.09, 1.00, -1.69], [-0.10, 0.66, 0.55], [0.14, -0.77, 0.65], [-0.38, 1.11, -2.79], [-0.10, 1.52, 1.33], [1.19, -1.07, 0.21], [-0.69, -1.26, 0.08], [0.03, -1.19, 1.67]]
}

---

# 2
{
  "formula": "C4H4N2O",
  "method": "ωB97M-V/def2-TZVPD",
  "e_homo_ev": -9.4,
  "charge": 0,
  "relative_energy_kcal_mol": 11.1,
  "smiles": "O=c1cc[nH]cn1",
  "species": ["O", "C", "C", "C", "N", "C", "N", "H", "H", "H", "H"],
  "xyz": [[-1.96, 0.42, -1.58], [-0.89, 0.08, -1.15], [-0.69, -1.10, -0.28], [0.04, -0.84, 0.82], [0.72, 0.37, 0.91], [0.88, 1.12, -0.23], [0.24, 0.91, -1.32], [-1.25, -2.01, -0.42], [0.13, -1.51, 1.67], [1.20, 0.62, 1.75], [1.58, 1.94, -0.16]]
}

---

# 3
{
  "formula": "C3H7N3O2",
  "method": "ωB97M-V/def2-TZVPD",
  "e_homo_ev": -9.0,
  "charge": 0,
  "relative_energy_kcal_mol": 177.5,
  "smiles": "[H]/N=C(NO)\\C(C)=N/O",
  "species": ["H", "N", "C", "N", "O", "C", "C", "N", "O", "H", "H", "H", "H", "H", "H"],
  "xyz": [[0.35, -1.88, -1.21], [1.12, -1.38, -0.75], [0.65, -0.35, -0.02], [1.51, 0.44, 0.68], [2.75, 0.41, 0.29], [-0.77, 0.05, -0.02], [-1.63, -1.03, 0.35], [-1.24, 1.20, 0.01], [-0.18, 2.07, -0.49], [0.98, 1.46, 0.53], [2.80, 0.09, -0.81], [-2.69, -0.56, 0.19], [-1.46, -2.25, 0.04], [-1.51, -1.24, 1.57], [-0.68, 2.97, -0.35]]
}

---

# 4
{
  "formula": "C16H19F11N2O10P",
  "method": "ωB97M-V/def2-TZVPD",
  "e_homo_ev": -13.1,
  "charge": 1,
  "species": ["O", "C", "O", "C", "C", "C", "C", "O", "N", "C", "P", "O", "O", "O", "N", "C", "F", "F", "C", "F", "F", "F", "H", "H", "H", "H", "H", "H", "H", "H", "H", "C", "C", "O", "C", "O", "C", "F", "F", "F", "H", "H", "H", "H", "H", "C", "C", "O", "C", "O", "C", "F", "F", "F", "H", "H", "H", "H", "H"],
  "xyz": [[-1.52, 3.95, -0.59], [-1.29, 2.89, -0.14], [-2.21, 2.12, 0.61], [-3.23, 1.61, -0.28], [-3.08, 0.03, -0.50], [-1.60, -0.38, -0.35], [-0.67, -0.23, -1.42], [-0.82, 0.28, -2.65], [0.53, -0.73, -0.89], [0.32, -1.15, 0.39], [1.82, -1.87, 1.21], [2.19, -3.07, 0.43], [1.60, -2.35, 2.76], [3.14, -0.84, 1.12], [-0.98, -0.93, 0.78], [-1.50, -1.23, 2.11], [-1.19, -2.55, 2.35], [-2.85, -1.18, 2.17], [-0.97, -0.28, 3.25], [0.31, 0.13, 3.07], [-1.74, 0.84, 3.21], [-1.14, -0.81, 4.47], [-0.27, 2.45, -0.28], [-4.27, 1.89, 0.00], [-3.04, 2.07, -1.29], [-3.34, -0.14, -1.59], [-3.81, -0.57, 0.08], [-1.67, 0.75, -2.71], [1.45, -0.80, -1.34], [1.92, -1.65, 3.37], [2.86, -0.14, 0.49], [1.44, -6.05, 0.33], [-0.01, -6.45, 0.44], [-0.57, -6.71, -0.86], [-0.32, -7.92, -1.38], [0.34, -8.77, -0.85], [-1.01, -8.07, -2.74], [-0.85, -6.98, -3.51], [-2.34, -8.25, -2.59], [-0.55, -9.11, -3.43], [1.56, -5.21, -0.35], [1.84, -5.78, 1.30], [2.05, -6.87, -0.08], [-0.59, -5.63, 0.87], [-0.15, -7.32, 1.09], [-0.26, 6.72, -0.07], [0.51, 7.52, -1.11], [1.79, 7.93, -0.59], [2.75, 7.01, -0.62], [2.62, 5.89, -1.04], [4.06, 7.59, -0.09], [3.88, 8.29, 1.04], [4.62, 8.43, -0.98], [4.97, 6.64, 0.18], [-0.35, 7.29, 0.85], [-1.25, 6.48, -0.44], [0.26, 5.79, 0.17], [-0.03, 8.43, -1.35], [0.64, 6.96, -2.04]]
}